Entry 1:
Formula: C16H28BF2O2
Source: OMol25
Level of theory: ωB97M-V/def2-TZVPD

Results
- highest occupied orbital energy (eV) = -5.33
- E_tot (Eh) = -1001.59613
- orbital gap (eV) = 8.094
- molecular weight (u) = 301.21
- charge = -1

Structure (XYZ):
```
49
Properties=species:S:1:pos:R:3:forces:R:3
C 4.291907 1.171612 2.430967 0.0 -0.1 0.2
C 4.108304 0.912488 1.265330 0.0 0.0 -0.2
B 3.825380 0.564809 -0.281489 0.0 0.0 -0.2
F 2.550026 1.147157 -0.655614 0.0 0.1 0.1
C 3.816196 -1.050584 -0.517676 0.0 0.0 0.2
C 3.041132 -1.939825 0.468830 0.0 0.0 -0.3
C 1.520624 -1.750788 0.437466 -0.1 -0.2 0.3
C 0.992018 -0.661015 1.358418 -0.1 0.2 -0.1
C -0.489561 -0.364163 1.133183 0.2 0.0 0.2
C -0.982731 0.827199 1.965735 0.0 -0.1 0.0
C -2.000707 1.704343 1.242829 -0.2 0.0 0.1
C -3.272101 0.945859 0.822978 0.1 0.2 0.1
C -3.904892 1.463672 -0.471549 -0.2 0.0 0.0
C -4.758791 0.452863 -1.239068 0.0 0.1 0.1
C -3.978718 -0.573953 -2.052993 -0.2 -0.1 -0.2
O -3.030709 -1.335822 -1.339532 0.1 0.1 0.1
C -3.586244 -2.343379 -0.530312 0.0 -0.1 0.0
C 5.018870 1.297911 -1.204119 -0.2 0.0 0.1
C 4.561873 1.869214 -2.486897 0.1 0.3 0.0
O 4.801156 2.932089 -2.976477 -0.2 -0.2 0.0
F 3.777613 1.007408 -3.194369 0.1 -0.1 -0.2
H 4.424747 1.347400 3.470612 0.0 0.1 0.0
H 3.434377 -1.261796 -1.525014 0.1 0.1 -0.1
H 4.861038 -1.389372 -0.508667 0.0 0.0 0.0
H 3.248971 -2.989002 0.226757 0.0 0.0 0.0
H 3.412066 -1.778074 1.485744 0.0 0.0 0.0
H 1.190280 -1.559063 -0.587518 0.1 0.1 0.0
H 1.044788 -2.693413 0.742409 0.0 0.0 -0.1
H 1.547723 0.261852 1.203824 0.1 0.0 0.0
H 1.147164 -0.957017 2.402401 0.1 0.0 0.0
H -1.064083 -1.261943 1.385902 -0.1 0.0 -0.2
H -0.638407 -0.156038 0.070345 -0.1 0.0 0.0
H -0.120074 1.441323 2.234616 0.0 0.0 0.0
H -1.414734 0.469087 2.906691 0.0 0.0 0.0
H -2.278928 2.530473 1.904365 0.0 0.1 -0.1
H -1.525931 2.150388 0.365536 0.1 -0.1 0.0
H -4.007909 1.049475 1.626361 0.0 -0.2 0.0
H -3.037163 -0.112043 0.738940 0.0 0.0 -0.1
H -4.551009 2.308574 -0.214968 0.1 0.1 -0.1
H -3.137363 1.858323 -1.142988 0.1 -0.1 0.0
H -5.367525 0.995191 -1.969541 -0.1 0.0 0.0
H -5.466484 -0.036805 -0.562774 0.0 0.0 0.0
H -4.689942 -1.246066 -2.555992 0.0 0.0 0.0
H -3.419091 -0.058435 -2.835100 0.1 0.0 0.0
H -3.717072 -3.271775 -1.098020 0.0 0.0 0.0
H -2.897677 -2.533392 0.292122 0.0 0.0 0.0
H -4.553956 -2.055985 -0.108475 0.0 0.0 0.0
H 5.782890 0.557422 -1.462284 0.0 -0.1 0.1
H 5.492683 2.113618 -0.660901 0.1 0.0 0.0
```
Positions in Å, forces in eV/Å.

***

Entry 2:
Formula: C8H13N2Pb
Source: OMol25
Level of theory: ωB97M-V/def2-TZVPD

Results
- highest occupied orbital energy (eV) = 0.03
- E_tot (Eh) = -614.84798
- ΔE to the lowest compared entry with this formula, charge and spin (kcal/mol) = 0.0
- orbital gap (eV) = 2.820
- molecular weight (u) = 344.41
- charge = -1

Structure (XYZ):
```
24
Properties=species:S:1:pos:R:3:forces:R:3
C -1.244390 0.979939 -5.489421 -0.6 -1.2 -1.5
Pb -0.470108 1.117230 -3.449947 0.8 0.5 1.7
N 0.739035 -1.160128 -3.178641 0.3 -1.2 0.1
H -0.654713 2.204121 -1.048926 0.6 -0.3 0.8
H -0.090363 1.782356 -0.741994 -0.6 0.9 0.0
H -1.684001 1.960835 -5.650711 0.0 0.2 -0.2
H -2.063910 0.230348 -5.479105 0.5 0.4 -0.5
H -0.464278 0.764462 -6.239890 -0.6 0.1 0.0
H 0.124794 -1.808918 -2.668496 0.2 0.5 -0.3
H 1.554225 -1.041552 -2.568059 -0.5 0.2 -0.4
H 1.047677 -1.648455 -4.018859 0.0 0.2 0.1
N 0.435674 -0.441087 -0.537404 0.0 -0.1 2.3
C 0.381957 -0.387814 0.637464 0.0 -0.1 -1.9
C 0.303648 -0.306187 2.055280 -0.1 -0.1 -0.2
C 0.098000 -1.478291 2.802999 -0.1 -0.3 0.8
C 0.037607 -1.412029 4.201132 0.1 0.1 -0.8
C 0.173875 -0.177411 4.848792 0.0 -0.1 0.1
C 0.356655 0.990578 4.103980 0.0 -0.1 -0.5
C 0.418524 0.931028 2.711055 0.0 0.4 0.4
H -0.017769 -2.433547 2.282667 0.1 0.4 0.2
H -0.117224 -2.328097 4.771320 0.0 0.3 -0.1
H 0.133273 -0.131691 5.935384 0.0 0.0 -0.2
H 0.451103 1.955934 4.602132 0.0 -0.3 -0.1
H 0.550700 1.838368 2.119240 0.0 -0.3 0.2
```
Positions in Å, forces in eV/Å.